--- w ---
A cluster of 2 separate species, CH8N2S2 in total, computed with wB97M-V/def2-TZVPD.

Summary:
Orbital gap ... 0.33793 Eh
Charge ... 0
Spin multiplicity ... 1
SMILES ... NCN.SS

Last column: Mulliken charge in e.
Cartesian coordinates (Å):
N -1.495 2.628 -0.790  -0.6122
C -1.298 2.528 0.657  -0.2206
N -2.123 1.417 1.318  -0.6063
H -1.805 3.579 -0.893  0.2561
H -2.297 1.980 -1.084  0.2594
H -1.440 3.436 1.136  0.3379
H -0.265 2.159 0.887  0.1603
H -2.389 1.745 2.268  0.2082
H -1.668 0.536 1.294  0.2319
S 1.166 -0.987 0.453  -0.1621
S 1.422 -2.366 -1.090  -0.1972
H 0.258 -1.856 0.991  0.1711
H 1.305 -1.417 -2.044  0.1734

--- x ---
A cluster of 2 separate species, CH8N2S2 in total, computed with wB97M-V/def2-TZVPD.

Summary:
Orbital gap ... 0.34769 Eh
Charge ... 0
Spin multiplicity ... 1
SMILES ... NCN.SS

Last column: Mulliken charge in e.
Cartesian coordinates (Å):
N 0.482 0.598 0.756  -0.4762
C 0.752 -0.811 0.995  -0.5390
N -0.330 -1.765 0.724  -0.4998
H -0.135 0.955 1.477  0.2066
H 1.330 1.170 0.698  0.2302
H 1.099 -0.961 2.065  0.2692
H 1.594 -1.079 0.328  0.3542
H -0.201 -2.142 -0.249  0.2540
H -1.239 -1.338 0.896  0.2413
S -0.544 0.305 -2.275  -0.1609
S -1.297 2.170 -2.526  -0.1982
H 0.550 0.587 -1.487  0.1723
H -2.061 2.314 -1.403  0.1463

Which one sits at the top of the stability order? x does.

--- w ---
A cluster of 2 separate species, C2H2BrF3O in total, computed with wB97M-V/def2-TZVPD.

Summary:
Orbital gap ... 0.41197 Eh
Charge ... 0
Spin multiplicity ... 1
SMILES ... O=CC(F)(F)F.Br

Last column: Mulliken charge in e.
Cartesian coordinates (Å):
O -0.707 0.028 -0.683  -0.3213
C 0.256 -0.514 -0.346  -0.0564
C 1.665 0.007 0.130  0.8285
F 2.504 -0.219 -0.886  -0.2052
F 1.725 1.329 0.533  -0.2247
F 1.992 -0.799 1.186  -0.2277
H 0.413 -1.712 -0.435  0.2172
Br -4.354 0.475 -0.044  -0.2042
H -3.494 1.404 0.545  0.1939

--- x ---
A cluster of 2 separate species, C2H2BrF3O in total, computed with wB97M-V/def2-TZVPD.

Summary:
Orbital gap ... 0.41367 Eh
Charge ... 0
Spin multiplicity ... 1
SMILES ... O=CC(F)(F)F.Br

Last column: Mulliken charge in e.
Cartesian coordinates (Å):
O -0.091 1.612 -0.385  -0.3647
C 0.211 0.491 -0.394  -0.0503
C 1.737 0.012 0.017  0.7988
F 1.883 -1.119 -0.696  -0.2635
F 2.689 0.887 -0.240  -0.2107
F 1.822 -0.362 1.253  -0.2291
H -0.476 -0.303 -0.585  0.3253
Br -3.783 -1.176 0.137  -0.2098
H -3.992 -0.042 0.893  0.2039

Which one sits at the top of the stability order? x does.

--- w ---
A cluster of 2 separate species, C10H13IN4 in total, computed with wB97M-V/def2-TZVPD.

Summary:
Orbital gap ... 0.23280 Eh
Charge ... +2
Spin multiplicity ... 1

Last column: Mulliken charge in e.
Cartesian coordinates (Å):
C 1.315 2.019 0.831  -0.0286
C 4.286 -0.248 -0.854  -0.4822
C 1.184 0.494 0.949  0.0990
C 3.261 2.004 -0.411  -0.2827
C 2.655 -1.391 0.027  0.0049
C 3.362 0.670 -0.386  0.5030
C -4.826 -0.575 -0.514  -0.9744
C -3.599 -0.217 0.228  0.0392
C -2.271 -0.127 -0.360  -0.5535
C -1.079 0.430 0.394  0.1164
N 2.297 2.676 0.353  -0.4641
N 3.935 -1.443 -0.530  -0.4700
N 2.367 -0.146 0.326  0.2781
N 0.017 -0.147 0.207  -0.3021
I -0.633 -3.292 -0.068  0.1002
H 0.575 2.428 1.434  0.4615
H 5.161 -0.067 -1.505  0.4115
H 1.124 0.251 2.025  0.2040
H 3.840 2.606 -1.136  0.3920
H 2.147 -2.238 0.365  0.4143
H -4.639 -0.579 -1.593  0.3617
H -5.733 -0.011 -0.115  0.4173
H -3.684 -0.378 1.277  0.4255
H -5.037 -1.590 -0.073  0.3566
H -2.069 -1.153 -0.894  0.1813
H -2.446 0.573 -1.158  0.3698
H -1.483 1.313 0.964  0.2771
H -0.028 -1.860 0.218  0.1443

--- x ---
The ion C10H13IN4 with charge +2, computed with wB97M-V/def2-TZVPD.

Summary:
Orbital gap (spin up / spin down) ... 0.27432 / 0.27427 Eh
Charge ... +2
Spin multiplicity ... 1

Last column: Mulliken charge in e.
Cartesian coordinates (Å):
C 3.924 -1.375 0.614  -0.3004
C 1.738 1.864 -0.206  -0.2291
C 2.599 -1.725 0.042  0.0805
C 4.176 0.701 -0.490  -0.2983
C 0.764 -0.156 -0.699  0.1138
C 3.004 1.300 -0.358  0.3554
C -3.504 0.420 0.718  -0.1866
C -2.749 -0.795 1.021  -0.9357
C -2.407 0.980 -0.205  -0.7419
C -1.444 -0.078 0.446  0.3046
N 4.527 -0.334 0.301  -0.2023
N 0.654 1.210 -0.364  -0.3001
N 1.933 -0.719 -0.304  -0.2795
N -0.535 -0.883 -0.269  -0.3438
I -5.722 0.058 -0.106  0.3385
H 4.406 -2.030 1.335  0.4340
H 1.890 2.986 0.006  0.3252
H 2.265 -2.723 -0.185  0.4899
H 5.044 1.211 -0.941  0.3788
H 0.838 -0.200 -1.773  0.3860
H -5.233 0.229 -1.587  0.2249
H -3.930 1.192 1.406  0.6194
H -2.936 -1.166 2.047  0.3468
H -2.958 -1.751 0.414  0.3115
H -2.380 0.931 -1.300  0.3401
H -2.164 2.029 0.078  0.1917
H -0.908 0.261 1.385  0.2790
H -0.894 -1.437 -1.025  0.2975

Which one sits at the top of the stability order? w does.

--- w ---
The molecule C19H25N3O3S, computed with wB97M-V/def2-TZVPD.

Summary:
Orbital gap ... 0.35485 Eh
Charge ... 0
Spin multiplicity ... 1
SMILES ... CC(C)(C)NS(=O)(=O)c1ccc(CCC(=O)NCc2ccccn2)cc1

Last column: Mulliken charge in e.
Cartesian coordinates (Å):
C 3.341 0.935 -1.293  -1.5951
C 4.119 0.583 -0.026  1.5713
C 5.152 -0.508 -0.323  -1.6783
C 4.808 1.834 0.529  -1.7805
N 3.162 0.133 0.982  -0.1900
S 2.006 -1.029 0.678  1.3758
O 1.767 -1.651 1.949  -0.7627
O 2.345 -1.875 -0.435  -0.6838
C 0.596 -0.026 0.240  0.4151
C 0.042 -0.110 -1.020  -0.1451
C -1.035 0.698 -1.341  -0.8021
C -1.552 1.595 -0.413  0.9874
C -2.707 2.489 -0.777  -1.4300
C -3.866 2.389 0.226  -0.6602
C -4.127 0.964 0.699  0.4394
O -4.242 0.683 1.873  -0.6776
N -4.276 0.060 -0.293  -0.0728
C -4.395 -1.359 -0.020  -1.3022
C -3.036 -2.016 0.012  0.8025
C -2.289 -2.053 1.183  -0.3898
C -1.044 -2.660 1.156  -0.3899
C -0.591 -3.199 -0.039  -0.1811
C -1.404 -3.087 -1.156  -0.5727
N -2.595 -2.511 -1.137  -0.5794
C -0.982 1.655 0.856  -0.6709
C 0.087 0.843 1.185  -1.2603
H 4.012 1.368 -2.031  0.5567
H 2.893 0.038 -1.708  0.3200
H 2.555 1.651 -1.066  0.3003
H 5.717 -0.750 0.575  0.3868
H 5.845 -0.175 -1.092  0.4509
H 4.642 -1.404 -0.666  0.3239
H 5.360 1.596 1.435  0.4339
H 5.503 2.233 -0.205  0.4069
H 4.068 2.595 0.764  0.3905
H 3.588 -0.055 1.877  0.3789
H 0.455 -0.808 -1.730  0.5776
H -1.471 0.630 -2.327  0.2894
H -3.052 2.242 -1.783  0.4471
H -2.361 3.527 -0.803  0.3960
H -3.658 2.982 1.116  0.3772
H -4.780 2.779 -0.227  0.4139
H -4.035 0.311 -1.238  0.3020
H -5.006 -1.814 -0.802  0.4168
H -4.883 -1.458 0.951  0.4210
H -2.683 -1.614 2.086  0.4250
H -0.429 -2.707 2.041  0.4833
H 0.376 -3.670 -0.102  0.4407
H -1.095 -3.479 -2.117  0.4106
H -1.379 2.338 1.591  0.3764
H 0.535 0.868 2.165  0.5073

--- x ---
A structure of composition C19H25N3O3S, computed with wB97M-V/def2-TZVPD.

Summary:
Orbital gap ... 0.28669 Eh
Charge ... 0
Spin multiplicity ... 1

Last column: Mulliken charge in e.
Cartesian coordinates (Å):
C -3.721 0.263 -0.873  -1.4004
H -4.491 -0.421 -0.976  0.5277
H -3.003 0.069 -0.308  0.3219
H -3.192 0.444 -1.893  0.2219
C -4.197 1.808 -0.471  0.9111
C -5.348 1.971 -1.409  -1.5914
H -5.864 2.828 -1.005  0.3697
H -6.058 1.249 -1.665  0.4482
H -4.867 2.141 -2.573  0.2364
C -3.276 2.781 -0.403  -1.2409
N -2.252 2.294 0.427  -0.3593
S -0.528 2.589 0.038  1.3253
O -0.426 3.666 -0.927  -0.7415
O -0.003 2.935 1.308  -0.6615
C -0.118 1.057 -0.372  0.3016
C -0.182 -0.113 0.760  -0.7703
C 0.151 -1.224 0.436  -1.0219
C 0.489 -1.644 -0.941  0.2467
C 0.361 -0.556 -2.132  -1.2206
C 0.049 0.585 -1.593  0.2230
H 0.151 1.535 -2.391  0.0904
H 0.653 -1.033 -2.988  0.6398
C 0.875 -3.089 -1.489  -0.5279
H 0.720 -3.846 -0.530  0.2875
H 0.422 -3.282 -2.560  0.2598
C 2.343 -2.979 -1.875  -1.1577
C 3.328 -2.523 -0.516  0.4979
O 3.760 -3.507 -0.082  -0.6116
N 3.479 -1.392 -0.402  0.1602
H 2.841 -0.669 -0.984  0.2887
C 4.165 -0.769 0.509  -1.1391
C 3.324 -0.373 1.712  0.6590
C 2.683 0.811 1.966  -0.6228
C 1.885 1.091 3.119  -1.1965
N 1.445 0.054 3.868  -0.6123
C 1.777 -1.295 3.444  -0.5595
C 2.852 -1.362 2.474  -0.0174
H 2.999 -2.657 2.579  0.0812
H 1.504 -1.995 4.231  0.4375
H 1.422 1.800 3.195  1.3150
H 2.894 1.658 1.521  0.7507
H 4.872 -1.757 1.046  0.3978
H 4.763 0.117 0.374  0.3850
H 2.649 -2.305 -2.539  0.6750
H 2.785 -4.083 -2.210  0.2617
H 0.096 -1.953 1.048  1.0503
H -0.492 0.313 1.766  0.4701
H -2.539 2.882 1.620  0.3253
H -2.723 2.852 -1.519  0.2262
H -3.698 3.538 -0.222  0.8667
H -4.759 1.493 0.402  0.1928

Which one sits at the top of the stability order? w does.